The following is a quantum chemistry calculation of a cluster of 8 separate species, C23H53N7O11S in total in a non-equilibrium geometry, from the OMol25 dataset.

Values from the calculation:
Total charge: 0
HOMO-LUMO gap, eV: 8.99
E_HOMO, eV: -8.6
Relative energy (zero: lowest compared OMol25 entry of this formula, charge and spin), kcal/mol: 0.0
Multiplicity: 1
DFT total energy, eV: -68501.5987

Geometry (Å):
O1 1.1279 -1.9690 -2.9202
S1 1.2903 -3.2723 -2.3250
O2 2.5887 -3.8675 -2.2186
O3 0.5333 -3.2644 -0.9087
C1 -0.7801 -3.8577 -0.9844
C2 -0.8137 -4.7253 -2.2209
O4 0.2889 -4.3195 -3.0442
H1 -0.8398 -4.4898 -0.0987
H2 -1.4641 -3.0109 -0.9748
H3 -1.7545 -4.6196 -2.7590
H4 -0.6490 -5.7830 -2.0194
C3 7.1934 2.8035 2.6169
N1 6.2878 3.8036 2.0727
C4 5.1098 3.5687 1.4502
C5 4.6350 2.1788 1.1096
O5 4.4793 4.5448 1.0374
H5 6.6302 1.8995 2.8265
H6 7.6566 3.1388 3.5461
H7 8.0342 2.6221 1.9425
H8 6.5658 4.7672 2.1251
H9 5.4451 1.4484 1.0890
H10 4.2191 2.1991 0.1077
H11 3.8813 1.8869 1.8380
C6 0.2590 5.3694 0.7816
N2 1.4594 5.2372 -0.0164
C7 1.4191 5.3283 -1.3539
C8 2.7337 5.1056 -2.0620
O6 0.3967 5.6002 -1.9658
H12 0.3412 4.9652 1.7883
H13 -0.5606 4.8314 0.3024
H14 -0.1012 6.3944 0.8895
H15 2.2548 4.8347 0.4577
H16 3.4669 4.5274 -1.5024
H17 3.1239 6.0426 -2.4516
H18 2.4865 4.4923 -2.9343
C9 0.4313 -0.7918 0.7695
N3 0.9331 -0.3512 -0.5155
C10 1.3989 0.8987 -0.6939
C11 1.7715 1.2502 -2.1213
O7 1.4845 1.7188 0.2137
H19 -0.6265 -0.6132 0.9388
H20 1.0268 -0.3064 1.5437
H21 0.5864 -1.8560 0.9506
H22 0.7977 -1.0273 -1.2536
H23 0.8564 1.5081 -2.6346
H24 2.2799 0.4046 -2.5927
H25 2.4873 2.0619 -2.2169
C12 -3.5358 -0.7061 -0.0022
N4 -4.1092 -0.6550 1.3285
C13 -3.4000 -0.8663 2.4580
C14 -4.2529 -0.8822 3.7235
O8 -2.2004 -1.1153 2.5495
H26 -4.1980 -1.2724 -0.6635
H27 -2.5745 -1.1979 -0.1127
H28 -3.4195 0.2806 -0.4574
H29 -5.0982 -0.4992 1.3584
H30 -4.9458 -1.7252 3.6406
H31 -4.8430 0.0207 3.8757
H32 -3.6306 -1.0851 4.5894
C15 -1.0969 0.6864 -4.8837
N5 -2.0700 -0.3690 -4.7755
C16 -2.3867 -1.0262 -3.6410
C17 -3.6203 -1.8935 -3.6966
O9 -1.7617 -0.9089 -2.5782
H33 -0.0940 0.3232 -5.0948
H34 -1.1113 1.3114 -4.0024
H35 -1.4145 1.2936 -5.7317
H36 -2.6789 -0.6226 -5.5347
H37 -4.3997 -1.4850 -3.0577
H38 -3.3883 -2.9239 -3.4273
H39 -4.0690 -1.9965 -4.6906
C18 -1.4381 2.1387 2.3757
N6 -1.3181 2.2999 0.9432
C19 -2.3222 2.5199 0.0673
C20 -1.9708 2.3675 -1.3926
O10 -3.4407 2.8889 0.4046
H40 -1.9132 2.9826 2.8770
H41 -0.4265 2.0381 2.7633
H42 -2.0208 1.2396 2.5865
H43 -0.4209 2.0515 0.5528
H44 -1.1148 1.7322 -1.6255
H45 -1.6699 3.3727 -1.7213
H46 -2.8062 2.1145 -2.0396
C21 -0.2767 -3.7987 2.6824
N7 -0.2387 -5.0867 3.3616
C22 -0.5429 -6.2350 2.7519
C23 -0.6031 -7.4907 3.6171
O11 -0.8550 -6.3381 1.5668
H47 -1.3032 -3.4361 2.7298
H48 0.0578 -3.8954 1.6541
H49 0.4150 -3.1208 3.1770
H50 0.0644 -5.0822 4.3166
H51 -0.3135 -7.2055 4.6358
H52 0.0310 -8.2682 3.2110
H53 -1.6460 -7.7817 3.7228